# 1
# C3H2O3Pb

A molecular structure, C3H2O3Pb in a non-equilibrium geometry (ωB97M-V/def2-TZVPD, OMol25).

```
9
Properties=species:S:1:pos:R:3:mulliken_spin:R:1
O 2.03 -0.58 -0.11 -0.02
C 0.78 -0.68 0.01 0.02
C 0.00 0.51 0.19 0.03
O 0.62 1.68 -0.01 0.01
Pb 2.61 1.43 -0.17 -0.01
H 0.30 -1.66 -0.10 0.00
C -1.35 0.46 0.00 0.82
O -2.12 -0.56 -0.21 0.14
H -2.87 -0.60 0.40 -0.01
```

Calculated values
HOMO level (alpha / beta): -13.66 / -13.65 eV
lowest unoccupied orbital energy (alpha / beta): -0.2010 / -0.1947 hartree
energy relative to the best compared isomer or geometry (same formula, charge and spin): 114.63 kJ/mol
gap between HOMO and LUMO (alpha / beta): 8.2 / 8.4 eV
charge: +1
multiplicity: 2

***

# 2
# C15H28N5O2

2 unconnected molecules or ions with the total composition C15H28N5O2 (ωB97M-V/def2-TZVPD, OMol25).

```
50
Properties=species:S:1:pos:R:3:mulliken_charge:R:1
C 4.95 -1.80 0.10 -1.43
C 3.51 -1.33 -0.08 -0.31
C 3.39 -0.07 -0.96 -0.63
C 2.69 -0.30 -2.32 -0.53
C 1.66 0.78 -2.72 -1.22
C 0.22 0.28 -2.70 -0.65
N -0.29 0.23 -1.32 0.16
C -1.26 -0.49 -0.88 0.08
N -1.53 -0.38 0.50 -0.39
N -2.00 -1.31 -1.69 -0.31
C -1.66 -2.77 -1.62 -0.33
N -2.03 -3.43 -2.85 -0.33
C -0.94 -4.17 -3.48 -0.87
H 5.02 -2.60 0.84 0.39
H 5.38 -2.17 -0.83 0.34
H 5.58 -0.98 0.47 0.37
H 3.10 -1.12 0.91 0.30
H 2.92 -2.15 -0.51 0.20
H 4.40 0.30 -1.16 0.42
H 2.87 0.73 -0.41 0.32
H 2.21 -1.29 -2.33 0.30
H 3.45 -0.33 -3.11 0.43
H 1.75 1.65 -2.06 0.54
H 1.86 1.15 -3.72 0.40
H 0.17 -0.73 -3.11 0.40
H -0.43 0.92 -3.30 0.39
H 0.15 0.83 -0.63 0.19
H -2.53 -0.18 0.58 0.35
H -1.44 -1.30 0.93 0.31
H -2.02 -0.97 -2.64 0.35
H -0.59 -2.89 -1.43 0.27
H -2.21 -3.19 -0.77 0.27
H -2.45 -2.79 -3.51 0.27
H -0.13 -3.53 -3.86 0.29
H -1.34 -4.74 -4.31 0.34
H -0.51 -4.87 -2.76 0.33
C -1.18 2.43 2.72 -0.13
C -2.17 3.33 2.36 -0.46
C -2.98 3.90 3.32 -0.35
C -2.77 3.56 4.65 0.02
C -1.79 2.67 5.04 -0.35
C -0.99 2.10 4.06 -0.62
N -3.63 4.17 5.68 1.01
O -4.50 4.93 5.31 -0.59
O -3.41 3.87 6.84 -0.59
H -0.54 1.99 1.97 0.38
H -2.31 3.59 1.32 0.36
H -3.76 4.60 3.07 0.47
H -1.66 2.43 6.08 0.47
H -0.21 1.40 4.34 0.38
```

Calculated values
HOMO level: -12.25 eV
lowest unoccupied orbital energy: -0.1389 hartree
energy relative to the best compared isomer or geometry (same formula, charge and spin): 0.00 kJ/mol
gap between HOMO and LUMO: 8.5 eV
charge: +1
multiplicity: 1

***

# 3
# C2H2NO2P

A molecular structure, C2H2NO2P in a non-equilibrium geometry (ωB97M-V/def2-TZVPD, OMol25).

```
8
Properties=species:S:1:pos:R:3:mulliken_charge:R:1
C 0.16 0.94 0.01 0.40
C -0.74 -0.38 0.02 -0.09
N 1.46 0.63 0.02 -0.36
O -0.32 2.03 0.00 -0.51
O 0.20 -1.40 0.03 -0.27
P 1.72 -0.90 0.00 0.31
H -1.28 -0.47 0.88 0.29
H -1.21 -0.43 -0.96 0.23
```

Calculated values
HOMO level: -10.03 eV
lowest unoccupied orbital energy: -0.0348 hartree
energy relative to the best compared isomer or geometry (same formula, charge and spin): 21.08 kJ/mol
gap between HOMO and LUMO: 9.1 eV
charge: 0
multiplicity: 1

***

# 4
# C3H11NO2Si

C3H11NO2Si in the gas phase in a non-equilibrium geometry (ωB97M-V/def2-TZVPD, OMol25).

```
18
Properties=species:S:1:pos:R:3:mulliken_spin:R:1
C -1.25 -0.82 -2.41 0.40
C 1.71 1.98 1.09 0.25
C -0.21 -1.15 2.03 0.22
N -0.26 0.09 -1.70 0.77
O 1.01 1.64 -0.05 -0.18
O -0.93 -0.27 1.11 0.00
Si -0.59 0.70 -0.11 0.65
H -0.83 -0.95 -3.40 -0.15
H -1.48 -1.66 -1.77 0.03
H -2.21 -0.34 -2.68 -0.05
H 1.21 1.74 1.99 0.11
H 1.93 3.14 1.16 0.00
H 2.65 1.57 1.17 0.05
H 0.49 -0.52 2.55 -0.05
H 0.36 -1.92 1.59 0.00
H -0.89 -1.55 2.76 -0.07
H 0.68 0.18 -2.09 0.00
H -1.79 1.37 0.07 0.03
```

Calculated values
HOMO level (alpha / beta): -2.32 / -9.43 eV
lowest unoccupied orbital energy (alpha / beta): 0.0187 / -0.1525 hartree
energy relative to the best compared isomer or geometry (same formula, charge and spin): 318.91 kJ/mol
gap between HOMO and LUMO (alpha / beta): 2.8 / 5.3 eV
charge: 0
multiplicity: 3

***

# 5
# C5H11NS

C5H11NS in the gas phase in a non-equilibrium geometry (ωB97M-V/def2-TZVPD, OMol25).

```
18
Properties=species:S:1:pos:R:3:mulliken_charge:R:1
C 1.02 -0.59 0.11 -0.84
C -0.51 -0.66 0.47 -0.76
C -2.62 1.01 0.55 -0.80
C -1.67 1.60 -0.46 -0.53
C -1.74 0.12 -0.29 0.10
N 3.92 -0.97 -0.43 -0.41
S 2.93 -1.25 0.90 -0.03
H 1.04 -0.97 -0.89 0.39
H 1.13 0.48 -0.12 0.28
H -0.71 -1.84 0.45 0.31
H -0.63 -0.41 1.49 0.37
H -2.20 1.09 1.52 0.26
H -3.65 0.83 0.51 0.31
H -2.16 1.97 -1.35 0.24
H -0.74 2.13 -0.25 0.22
H -2.11 -0.75 -0.75 0.45
H 4.38 -0.11 -0.55 0.22
H 4.31 -1.70 -0.92 0.22
```

Calculated values
HOMO level: -8.79 eV
lowest unoccupied orbital energy: 0.0318 hartree
energy relative to the best compared isomer or geometry (same formula, charge and spin): 368.72 kJ/mol
SMILES string: NSCCC1CC1
gap between HOMO and LUMO: 9.6 eV
charge: 0
multiplicity: 1

***

# 6
# C22H21ILaN7OPS

A molecular structure, C22H21ILaN7OPS (ωB97M-V/def2-TZVPD, OMol25).

```
55
Properties=species:S:1:pos:R:3:mulliken_charge:R:1
La -0.23 -0.43 0.47 1.51
C -4.36 -0.99 -3.37 -0.86
N -3.08 -1.41 -2.83 0.19
C -2.69 -2.70 -2.66 -0.35
C -1.47 -2.66 -2.05 -0.77
N -1.11 -1.36 -1.85 -0.24
C -2.11 -0.62 -2.32 0.32
P -2.18 1.21 -2.43 -0.36
C -0.40 1.58 -2.46 -0.11
N 0.52 1.19 -1.59 0.23
C 1.70 1.71 -2.02 -0.71
C 1.49 2.43 -3.15 -0.43
N 0.16 2.33 -3.44 0.22
C -0.51 2.95 -4.57 -0.81
C -2.56 1.77 -0.73 0.36
N -1.74 1.85 0.31 -0.18
C -2.45 2.44 1.31 -0.92
C -3.71 2.74 0.86 -0.18
N -3.77 2.31 -0.43 0.18
C -4.95 2.36 -1.27 -0.86
H -4.70 -1.72 -4.09 0.35
H -5.10 -0.91 -2.57 0.28
H -4.25 -0.02 -3.86 0.37
H -3.30 -3.52 -3.00 0.50
H -0.83 -3.48 -1.77 0.54
H 2.63 1.54 -1.49 0.43
H 2.16 3.00 -3.78 0.40
H 0.22 3.46 -5.17 0.32
H -1.00 2.19 -5.17 0.32
H -1.25 3.67 -4.22 0.32
H -2.04 2.61 2.29 0.44
H -4.55 3.22 1.34 0.48
H -5.57 3.19 -0.95 0.34
H -4.66 2.52 -2.30 0.37
H -5.52 1.44 -1.18 0.28
I 2.46 0.75 1.87 -0.06
C 3.09 -1.09 2.71 0.50
C 4.17 -1.09 3.55 -0.54
C 4.58 -2.31 4.11 -0.52
C 3.91 -3.47 3.82 -0.89
C 2.79 -3.46 2.95 0.86
C 2.09 -4.65 2.66 -0.75
C 1.00 -4.63 1.83 -1.35
C 0.59 -3.40 1.27 -0.22
C 1.23 -2.20 1.50 -0.34
C 2.36 -2.24 2.37 0.90
H 4.70 -0.18 3.78 0.39
H 5.44 -2.32 4.78 0.39
H 4.23 -4.41 4.25 0.38
H 2.43 -5.58 3.10 0.38
H 0.46 -5.54 1.61 0.40
H -0.30 -3.45 0.63 0.16
O -2.85 -1.14 0.57 -0.53
S -2.81 -0.92 2.06 0.26
N -1.53 -0.40 2.58 -0.39
```

Calculated values
HOMO level: -10.15 eV
lowest unoccupied orbital energy: -0.0909 hartree
energy relative to the best compared isomer or geometry (same formula, charge and spin): 18.00 kJ/mol
gap between HOMO and LUMO: 7.7 eV
charge: +1
multiplicity: 1

***

# 7
# C22H59BF4N7O10

7 unconnected molecules or ions with the total composition C22H59BF4N7O10 in a non-equilibrium geometry (ωB97M-V/def2-TZVPD, OMol25).

```
103
Properties=species:S:1:pos:R:3:mulliken_charge:R:1
B 0.41 0.93 -1.07 0.67
F 1.04 1.53 -2.16 -0.38
F 1.28 0.16 -0.29 -0.50
F -0.35 1.90 -0.43 -0.36
F -0.55 0.01 -1.56 -0.50
C -2.75 2.43 -3.98 0.65
O -3.48 1.98 -4.80 -0.72
N -2.32 1.81 -2.97 -0.02
N -2.24 3.65 -4.07 -0.38
H -1.71 2.28 -2.32 -0.02
H -2.46 0.81 -3.03 0.14
H -2.45 4.24 -4.86 0.21
H -1.95 3.99 -3.16 0.14
C 1.71 0.12 3.25 0.65
O 1.45 0.19 4.46 -0.76
N 2.22 -0.96 2.71 -0.39
N 1.50 1.03 2.38 -0.28
H 2.20 -0.95 1.70 0.19
H 2.16 -1.78 3.29 0.22
H 1.17 1.92 2.73 0.21
H 1.67 0.84 1.40 0.26
C 0.59 -0.42 -4.70 -0.49
O 0.64 -1.44 -5.68 -0.46
C 1.88 -2.09 -5.88 -0.64
C 2.68 -2.70 -4.63 -0.47
N 3.35 -1.80 -3.72 0.42
C 4.15 -0.84 -4.44 -0.28
C 5.67 -1.03 -4.28 -1.05
O 6.45 -2.17 -4.82 -0.39
C 6.37 -3.32 -3.99 -0.48
H 1.55 0.10 -4.59 0.16
H 0.41 -0.82 -3.70 0.17
H -0.12 0.39 -4.82 0.33
H 2.46 -1.37 -6.46 0.29
H 1.76 -2.80 -6.70 0.45
H 3.54 -3.31 -4.91 0.33
H 2.14 -3.32 -3.91 0.11
H 2.66 -1.25 -3.24 -0.09
H 3.86 0.16 -4.13 0.33
H 4.13 -0.75 -5.53 0.20
H 6.05 -0.92 -3.26 0.44
H 6.10 -0.17 -4.79 0.37
H 6.67 -3.10 -2.96 0.27
H 7.09 -4.07 -4.33 0.27
H 5.38 -3.76 -4.12 0.13
C -1.70 2.78 2.99 -0.73
O -1.78 3.75 4.04 -0.37
C -2.69 4.83 3.81 -0.69
C -2.73 5.85 4.85 -0.62
N -3.34 5.31 6.03 -0.30
C -3.02 5.75 7.29 -0.74
C -3.87 4.92 8.21 -0.62
O -3.22 3.67 8.44 -0.31
C -3.08 3.20 9.76 -0.78
H -1.29 3.15 2.05 0.24
H -2.68 2.42 2.68 0.31
H -1.22 1.93 3.47 0.33
H -3.70 4.43 3.67 0.38
H -2.53 5.25 2.82 0.52
H -3.38 6.67 4.55 0.29
H -1.71 6.11 5.10 0.37
H -3.13 4.32 6.11 0.24
H -3.25 6.80 7.49 0.46
H -1.98 5.57 7.55 0.36
H -4.82 4.85 7.69 0.29
H -3.87 5.46 9.16 0.46
H -4.02 3.23 10.32 0.30
H -2.29 3.81 10.18 0.33
H -2.70 2.18 9.84 0.23
C 3.87 -3.85 -0.33 -0.61
O 2.67 -4.12 0.23 -0.45
C 1.58 -3.51 -0.36 1.29
C 0.20 -4.23 -0.05 -0.96
N 0.21 -5.67 -0.48 -0.37
C -0.19 -5.92 -1.83 -0.03
C -0.01 -7.42 -2.10 -0.86
O 1.23 -7.99 -1.98 -0.30
C 1.20 -9.43 -2.08 -0.79
H 3.81 -3.40 -1.32 0.12
H 4.49 -4.75 -0.36 0.29
H 4.59 -3.23 0.22 0.32
H 1.61 -3.55 -1.45 -0.40
H 1.67 -2.49 0.02 -0.25
H -0.62 -3.67 -0.48 0.33
H 0.11 -4.28 1.03 0.39
H 1.14 -6.06 -0.50 0.30
H 0.47 -5.55 -2.61 -0.12
H -1.24 -5.65 -1.97 0.45
H -0.44 -7.78 -3.04 0.47
H -0.57 -7.85 -1.27 0.35
H 2.23 -9.78 -2.10 0.25
H 0.58 -9.92 -2.83 0.30
H 0.79 -9.77 -1.13 0.35
C -3.91 4.46 -0.50 -0.21
C -4.64 5.54 0.33 -0.44
O -5.89 5.11 0.80 -0.54
O -3.59 3.34 0.34 -0.51
H -2.91 4.72 -0.84 0.26
H -4.44 4.23 -1.42 0.30
H -5.01 6.44 -0.18 0.38
H -4.04 5.99 1.13 0.19
H -6.10 5.56 1.62 0.31
H -2.90 2.94 -0.20 0.28
```

Calculated values
HOMO level: -6.87 eV
lowest unoccupied orbital energy: 0.0836 hartree
energy relative to the best compared isomer or geometry (same formula, charge and spin): 0.00 kJ/mol
gap between HOMO and LUMO: 9.1 eV
charge: -1
multiplicity: 1

***

# 8
# CH7N2S

2 unconnected molecules or ions with the total composition CH7N2S in a non-equilibrium geometry (ωB97M-V/def2-TZVPD, OMol25).

```
11
Properties=species:S:1:pos:R:3:mulliken_charge:R:1
S 2.77 0.18 0.02 -0.83
H 2.51 1.52 0.11 -0.05
N -1.00 -0.69 -0.96 -0.72
C -0.73 -0.46 0.45 -0.17
N -0.46 0.98 0.71 -0.69
H -1.24 -1.67 -1.09 0.22
H -0.16 -0.61 -1.53 0.26
H 0.17 -1.00 0.76 0.30
H -1.53 -0.73 1.14 0.29
H -0.88 1.41 -0.11 0.27
H 0.55 1.07 0.51 0.12
```

Calculated values
HOMO level: -2.86 eV
lowest unoccupied orbital energy: 0.1582 hartree
energy relative to the best compared isomer or geometry (same formula, charge and spin): 30.63 kJ/mol
gap between HOMO and LUMO: 7.2 eV
charge: -1
multiplicity: 1